1.
Formula: C39H76BrF3NO13PS2
Source: OMol25
Level of theory: ωB97M-V/def2-TZVPD

Summary:
Gap between HOMO and LUMO, hartree: 0.2971
LUMO, Eh: 0.0053
SMILES: CCCC[C@@]1(S(C)(=O)=O)OS(=O)(=O)[C@H](C(F)(F)F)[C@](CCCBr)(OC(=O)c2ccccc2)[C@]1(CC(C)C)P(N)O.CC(C)O.CC(C)O.CC(C)O.CC(C)O.CC(C)O
DFT total energy, Eh: -6575.674057

```
! RIJCOSX wB97M-V def2-TZVPD def2/J DEFGRID3
* xyz 0 1
C -2.32882 -0.77893 0.80856
C -2.06950 -1.71035 -0.39894
C -0.60270 -1.54036 -0.90453
C -0.60913 -0.29115 -1.80519
C 0.62040 0.18408 -2.57797
S 0.56468 -0.84623 -4.15769
C 0.48275 -2.62300 -3.90813
O 1.56952 -0.57251 -5.16748
O -0.68444 -0.51202 -4.80881
O 0.36131 1.44290 -3.25937
S 0.03723 2.71011 -2.40326
O -1.23193 2.73711 -1.73741
O 0.08531 3.81903 -3.28963
C 1.35329 2.84681 -1.13755
C 2.28432 4.03802 -1.39798
F 2.66283 4.23031 -2.65717
F 1.52474 5.15050 -1.10657
F 3.35250 4.13123 -0.61579
C 1.95282 1.43767 -0.66237
C 1.02365 1.01786 0.49747
C 1.05479 1.73793 1.86849
C 1.51867 3.19754 2.02169
Br -0.07197 4.37122 2.14105
O 3.29915 1.50085 -0.24664
C 3.85329 1.42622 0.99470
O 4.26230 2.43848 1.53297
C 4.19461 0.15586 1.77087
C 5.52404 0.01879 2.10323
C 5.95589 -1.06312 2.81173
C 5.07543 -2.03412 3.23968
C 3.75460 -1.90787 2.91059
C 3.32453 -0.81980 2.19104
C 2.00175 0.36161 -1.85171
C 2.58761 -1.02568 -1.46054
C 4.02090 -1.41121 -1.03222
C 4.35813 -2.78031 -1.72968
C 5.30883 -0.58378 -1.19259
P 3.13927 1.08715 -3.27711
N 4.02414 -0.26761 -3.90537
O 4.34872 2.04144 -2.64364
H -3.07914 -1.17899 1.50525
H -1.39673 -0.66155 1.38019
H -2.58950 0.23852 0.49121
H -2.16572 -2.72539 -0.01317
H -2.79178 -1.51442 -1.19491
H -0.01443 -1.47943 0.01106
H -0.35996 -2.48940 -1.38726
H -1.39341 -0.53387 -2.53454
H -1.13204 0.48069 -1.23904
H -0.55923 -2.93830 -3.94104
H 0.94823 -3.00281 -2.99810
H 1.00943 -3.06949 -4.75183
H 0.71272 3.19370 -0.32236
H 0.01997 1.24054 0.12653
H 1.16267 -0.04533 0.67537
H 1.66218 1.15322 2.56876
H 0.05743 1.66950 2.30795
H 2.05037 3.33061 2.95750
H 2.09371 3.58509 1.19080
H 6.25499 0.75600 1.79312
H 7.00444 -1.18454 3.06255
H 5.36251 -2.90284 3.82907
H 3.02490 -2.65669 3.19495
H 2.27117 -0.76119 1.94753
H 2.33073 -1.68452 -2.29519
H 1.93078 -1.41510 -0.66861
H 4.00915 -1.75803 0.00192
H 3.52653 -3.46791 -1.53894
H 4.58059 -2.64063 -2.78606
H 5.20887 -3.18738 -1.17399
H 5.83424 -0.87179 -2.10898
H 6.00574 -0.88969 -0.40451
H 5.26985 0.50327 -1.14558
H 3.95758 -0.23027 -4.91887
H 5.02077 -0.14236 -3.73267
H 5.07988 2.04407 -3.27173
C -6.72427 -2.65196 1.47364
C -5.57466 -2.79980 0.49038
C -5.73354 -4.04718 -0.36518
O -4.33376 -2.86064 1.20305
H -6.76183 -3.50692 2.15771
H -6.59376 -1.76227 2.08399
H -7.68072 -2.58119 0.95217
H -5.52669 -1.92029 -0.15058
H -5.73857 -4.94622 0.25927
H -4.89734 -4.14464 -1.06018
H -6.66099 -4.01703 -0.93847
H -4.35469 -3.63660 1.77410
C 8.24276 -6.53219 3.29782
C 6.80937 -6.09443 3.04048
C 6.66788 -5.44299 1.67258
O 6.39500 -5.17796 4.05463
H 8.91736 -5.67151 3.28051
H 8.33156 -6.98970 4.28374
H 8.57784 -7.25075 2.54838
H 6.14518 -6.95693 3.10668
H 7.29355 -4.54803 1.60511
H 5.63716 -5.12669 1.50390
H 6.95699 -6.12937 0.87522
H 6.97377 -4.40936 4.01085
C -5.96779 1.43998 -3.31392
C -6.75135 0.74263 -2.21249
C -7.41201 1.74849 -1.28257
O -5.87839 -0.10492 -1.46288
H -5.17020 2.05606 -2.88938
H -5.49295 0.70793 -3.96831
H -6.61537 2.07826 -3.91688
H -7.51182 0.09756 -2.65499
H -6.65926 2.37393 -0.79474
H -7.96344 1.23528 -0.49323
H -8.10191 2.39586 -1.82596
H -5.19876 0.45085 -1.06453
C -1.55759 8.50795 -2.11103
C -0.40903 8.33541 -3.09430
C -0.62518 7.12279 -3.98535
O 0.81906 8.19557 -2.38117
H -1.63658 7.63575 -1.45598
H -1.38696 9.37572 -1.47178
H -2.50834 8.63902 -2.63111
H -0.31532 9.23294 -3.70831
H -0.67447 6.20975 -3.38809
H 0.20837 7.00454 -4.67865
H -1.54845 7.21178 -4.56168
H 0.75447 7.40466 -1.83417
C -5.66169 -0.88925 6.40186
C -6.61113 -0.32859 5.35401
C -7.97560 -0.02228 5.95237
O -6.75251 -1.26221 4.28268
H -6.04983 -1.82630 6.81122
H -4.69040 -1.11078 5.95764
H -5.51734 -0.18542 7.22302
H -6.18719 0.57987 4.92423
H -8.43596 -0.93220 6.34770
H -8.64770 0.37179 5.18921
H -7.89939 0.70715 6.76024
H -7.12664 -2.07288 4.64440
*
```

=====

2.
Formula: C39H76N3O9S
Source: OMol25
Level of theory: ωB97M-V/def2-TZVPD

Summary:
Gap between HOMO and LUMO, hartree: 0.2835
Energy above the lowest of the compared OMol25 structures with the same formula, charge and spin, kJ/mol: 0.00
LUMO, Eh: -0.1104
DFT total energy, Eh: -2770.941490

```
! RIJCOSX wB97M-V def2-TZVPD def2/J DEFGRID3
* xyz 1 1
C -1.69313 4.06524 3.83074
C -1.40257 4.45719 2.38639
S -2.47545 3.70650 1.15076
C -2.08848 1.93250 1.23522
C -0.62436 1.58512 1.35641
C -0.21868 0.31795 2.13561
C -0.93655 -1.01168 1.84775
C -1.34608 -1.75673 3.09935
O -2.39595 -2.39094 3.12111
N -0.42249 -1.69536 4.18953
C 0.51295 -2.82831 3.99671
C -1.13315 -1.85365 5.47551
C 1.24617 0.34718 1.83659
N 1.49129 1.00303 0.76600
C 0.25106 1.47930 0.06388
C -0.11258 0.34050 -0.90938
C 0.63090 0.32894 -2.25551
C 1.74032 -0.71953 -2.32424
C 3.07232 -0.25728 -1.69557
C 3.52947 -1.05144 -0.46852
O 2.46560 -1.76250 0.13192
C 2.92732 -2.49697 1.24819
C 0.48616 2.83706 -0.59782
C -0.51908 3.16086 -1.68208
O -1.60555 2.59451 -1.76263
N -0.07969 4.16437 -2.60743
C -0.38615 3.70195 -3.98284
C -0.79349 5.43298 -2.30874
H -0.89292 4.45966 4.45144
H -2.61592 4.49113 4.20321
H -1.66958 2.98553 3.95584
H -1.57425 5.52330 2.26614
H -0.34183 4.30798 2.19202
H -2.59400 1.54252 2.11793
H -2.53199 1.46719 0.36330
H -0.09950 2.35569 1.91784
H -0.27891 0.45615 3.21688
H -1.84031 -0.80933 1.28444
H -0.33166 -1.68206 1.24109
H -0.02972 -3.76682 3.85873
H 1.11827 -2.92529 4.88861
H 1.12074 -2.67618 3.11060
H -1.21598 -2.90521 5.74085
H -0.57897 -1.34888 6.25985
H -2.13092 -1.43740 5.43139
H 2.05858 -0.06685 2.41482
H 2.43158 1.13916 0.41218
H -1.18458 0.35618 -1.06622
H 0.11189 -0.60290 -0.42728
H -0.09625 0.05790 -3.01739
H 1.01994 1.29784 -2.55256
H 1.92222 -0.88532 -3.38372
H 1.40091 -1.66674 -1.92331
H 2.98880 0.80719 -1.47439
H 3.85873 -0.32171 -2.43986
H 3.93852 -0.35605 0.27434
H 4.36111 -1.71286 -0.69823
H 2.11545 -3.10910 1.62343
H 3.27881 -1.84966 2.05530
H 3.72620 -3.17231 0.95145
H 0.55491 3.62296 0.14788
H 1.45564 2.81892 -1.09794
H -0.33513 2.62022 -4.04122
H -1.37473 3.99566 -4.31631
H 0.36596 4.10878 -4.64947
H -0.99275 5.92801 -3.25177
H -0.15172 6.08850 -1.72980
H -1.74556 5.26304 -1.81278
C -4.84332 2.65674 -7.09367
C -3.72270 2.75660 -6.09135
O -2.86155 3.60266 -6.17914
C -3.72830 1.75130 -4.96604
H -4.72805 3.43250 -7.84699
H -4.82508 1.67922 -7.57707
H -5.80354 2.77964 -6.59130
H -3.66624 0.73939 -5.36802
H -4.64961 1.84586 -4.39379
H -2.87746 1.93404 -4.31046
C 2.40794 4.62356 7.66336
C 1.42551 5.16704 6.65609
O 0.34953 4.64519 6.47557
C 1.84692 6.39576 5.88683
H 1.98569 3.74607 8.14663
H 3.33926 4.34708 7.16658
H 2.62392 5.37896 8.41981
H 2.75643 6.18943 5.32036
H 2.04098 7.21921 6.57490
H 1.05490 6.68627 5.20025
C 8.08660 -0.97369 -0.18158
C 7.36396 -1.09791 1.13575
O 6.15679 -1.01839 1.20591
C 8.21186 -1.32762 2.35967
H 7.36719 -0.81191 -0.98121
H 8.77999 -0.13241 -0.14923
H 8.64922 -1.88537 -0.38600
H 8.91023 -0.49996 2.49055
H 8.77915 -2.25294 2.25219
H 7.57453 -1.40011 3.23745
C -7.17116 -0.01962 -2.37668
C -6.48232 -0.55705 -3.60762
O -6.41577 0.08926 -4.62702
C -5.87578 -1.93399 -3.50403
H -7.56041 0.97478 -2.58160
H -7.99588 -0.67490 -2.09372
H -6.46474 0.03556 -1.54664
H -6.64718 -2.66778 -3.26686
H -5.11761 -1.95286 -2.71972
H -5.41195 -2.19998 -4.45072
C 2.48842 -6.30463 2.35896
C 3.63050 -5.56893 3.01695
O 3.92980 -4.44395 2.68449
C 4.37387 -6.29769 4.10748
H 2.04170 -5.67384 1.59350
H 2.85155 -7.22249 1.89542
H 1.72968 -6.55963 3.10054
H 4.81207 -7.21524 3.71294
H 3.69175 -6.55199 4.92000
H 5.16691 -5.66221 4.49366
C -4.01509 -4.17144 -6.75684
C -3.91321 -5.25192 -5.70686
O -3.57020 -5.00429 -4.57471
C -4.26112 -6.65491 -6.13906
H -3.73908 -3.21343 -6.32197
H -3.34415 -4.39298 -7.58785
H -5.03654 -4.11191 -7.13550
H -3.59933 -6.97265 -6.94596
H -5.29201 -6.69213 -6.49387
H -4.14865 -7.33309 -5.29695
*
```

=====

3.
Formula: C39H77Br12N4O4
Source: OMol25
Level of theory: ωB97M-V/def2-TZVPD

Summary:
Gap between HOMO and LUMO, hartree: 0.3038
LUMO, Eh: -0.1033
DFT total energy, Eh: -32939.565946

```
! RIJCOSX wB97M-V def2-TZVPD def2/J DEFGRID3
* xyz 1 1
C 5.71644 2.30217 3.55650
O 5.03222 3.51468 3.05245
C 5.12685 3.61393 1.57919
C 3.80504 4.31531 0.90324
C 3.71606 3.79822 -0.66903
C 2.52434 2.66037 -0.89491
C 3.09437 1.14855 -1.17196
C 2.05573 -0.06886 -0.84857
C 0.50737 0.25900 -1.30523
C -0.59101 -0.87488 -0.75249
O -1.55853 -0.21365 0.13986
C -2.61493 0.32020 -0.73845
C -3.26516 1.64719 0.04018
C -3.80538 2.63165 -1.19934
C -4.58922 1.15312 0.87833
C -4.52890 1.55606 2.48456
C -3.52356 0.47217 3.20363
C -4.13889 3.12943 2.76164
N 0.08251 -2.09887 -0.17360
C -0.97872 -3.15144 0.04777
C -0.32447 -4.68754 0.14784
C -1.18866 -5.70643 1.09505
C -2.81348 -5.49643 1.05068
N -3.27139 -4.77110 2.33329
C 1.00674 -1.83669 0.99421
C 0.25155 -1.83190 2.47395
C 0.26981 -3.34005 3.19967
O -0.36783 -3.62483 4.34297
C 1.96581 -0.48038 0.77058
C 3.47679 -0.78666 1.30442
C 4.29035 -1.93682 0.39993
N 5.21446 -1.33663 -0.63586
O 1.25591 0.62823 1.40775
C 1.98765 1.24888 2.51246
N 2.56200 1.52428 3.66603
H 5.16946 1.30123 3.27732
H 6.81689 2.29180 3.15781
H 5.78102 2.41762 4.73207
H 6.06319 4.25700 1.24565
H 5.20055 2.52848 1.14585
H 2.87641 4.01507 1.55128
H 3.88591 5.49423 0.93484
H 4.73567 3.41639 -1.10215
H 3.35832 4.75195 -1.29137
H 1.79758 2.76433 0.01496
H 1.89999 2.99644 -1.85517
H 4.14350 1.07564 -0.65955
H 3.31068 1.09477 -2.34562
H 2.36747 -1.05386 -1.42020
H 0.09557 1.29279 -0.89330
H 0.50255 0.35667 -2.48001
H -1.20597 -1.18369 -1.72801
H -3.46346 -0.43906 -1.00845
H -2.20450 0.75427 -1.76961
H -2.46680 2.20324 0.70876
H -4.63245 1.99937 -1.76231
H -4.30057 3.58692 -0.73649
H -2.92536 2.84373 -1.94257
H -4.78195 -0.00500 0.78883
H -5.51911 1.71378 0.41421
H -5.62628 1.36182 2.91089
H -4.20283 -0.31939 3.75610
H -2.92871 -0.08840 2.35868
H -2.73907 0.95524 3.92536
H -3.02201 3.26485 3.10107
H -4.80741 3.51136 3.66018
H -4.38373 3.84302 1.84815
H 0.69932 -2.48716 -0.95078
H -1.61632 -3.18280 -0.96231
H -1.75073 -2.92328 0.89421
H 0.78333 -4.68357 0.52549
H -0.28406 -5.10193 -0.97055
H -0.98613 -6.80425 0.67193
H -0.75588 -5.73652 2.20721
H -3.42179 -6.52143 1.05840
H -3.20892 -4.84137 0.16526
H -2.53067 -4.80835 3.06728
H -3.42110 -3.75068 2.14303
H 1.72777 -2.78811 1.04306
H 0.75080 -1.12522 3.26075
H -0.90494 -1.56240 2.38146
H 0.93995 -4.14815 2.65474
H 3.46777 -1.21657 2.41800
H 4.21242 0.13995 1.30274
H 3.52651 -2.63256 -0.19684
H 4.94393 -2.55141 1.16090
H 6.20431 -1.60758 -0.44590
H 4.87546 -1.67726 -1.56284
Br -6.94315 -1.05500 3.90032
C -7.61989 -2.75383 3.22242
C -6.54297 -3.51967 2.49141
Br -6.22929 -2.77727 0.71534
H -8.48921 -2.52502 2.59888
H -7.94922 -3.30264 4.10935
H -6.85553 -4.55268 2.31572
H -5.58098 -3.52006 3.01193
Br -11.81294 0.78269 4.89815
C -11.23637 -0.52146 6.22869
C -10.18864 -1.45179 5.66532
Br -10.98862 -2.79202 4.49579
H -12.13448 -1.03957 6.57774
H -10.82372 0.07297 7.04885
H -9.70953 -2.02315 6.46512
H -9.41940 -0.93730 5.08227
Br -3.93005 1.08147 -4.88787
C -5.58425 0.16578 -5.36607
C -6.69304 0.49575 -4.39532
Br -6.47689 -0.47624 -2.71828
H -5.35457 -0.90270 -5.41590
H -5.82921 0.52706 -6.36894
H -7.66006 0.17062 -4.78882
H -6.74778 1.55878 -4.14364
Br 5.26501 -0.97451 -4.11127
C 6.94807 -1.91819 -4.39468
C 8.12746 -1.07046 -3.98113
Br 8.51280 0.30209 -5.31214
H 6.97436 -2.21456 -5.44746
H 6.87964 -2.81441 -3.77146
H 9.03692 -1.67504 -3.92586
H 7.97989 -0.55725 -3.02656
Br 6.88846 -1.33574 -8.86232
C 5.45692 -0.01207 -8.81625
C 4.65067 -0.12161 -7.54401
Br 3.43090 -1.64212 -7.60878
H 4.86034 -0.15562 -9.72199
H 5.96327 0.95592 -8.87004
H 4.00678 0.75322 -7.41853
H 5.26683 -0.24431 -6.64865
Br 8.67156 5.55139 0.81920
C 8.48287 7.02684 -0.44214
C 7.06759 7.12738 -0.95937
Br 6.70454 5.75497 -2.29678
H 9.22339 6.86833 -1.23169
H 8.75056 7.92226 0.12605
H 6.91294 8.07719 -1.47863
H 6.31070 7.01932 -0.17719
*
```